# 1
Entry from the Open Molecules 2025 dataset: a 10-piece molecular cluster, C5H30NO10 overall at a distorted geometry (ωB97M-V/def2-TZVPD).

The energy is -27629.301 eV. As for the net charge: +1. As for the LUMO energy: -0.09212 hartree. The frontier orbital gap is 10.8 eV. The energy above the lowest of the compared OMol25 structures with the same formula, charge and spin is 385.1 kJ/mol.

Element x y z (Å)
O 0.539 0.271 4.299
C 0.309 0.877 3.277
C 0.075 -0.033 1.962
C -1.233 0.328 1.241
C -1.114 -0.360 -0.137
C -2.407 -0.308 -0.903
N 0.032 -1.476 2.245
H 0.328 1.901 3.004
H 0.942 0.152 1.286
H -1.278 1.453 1.022
H -2.049 -0.169 1.963
H -0.223 -0.050 -0.748
H -0.905 -1.495 0.132
H -3.021 0.542 -0.704
H -3.082 -1.224 -0.704
H -2.313 -0.206 -2.027
H 0.660 -2.018 1.546
H 0.350 -1.784 3.119
H -0.953 -1.761 2.300
H 1.497 1.275 -0.923
H 2.604 1.307 -2.042
O 1.883 0.860 -1.708
H 0.272 -1.267 -3.328
H 1.285 -0.399 -2.642
O 1.183 -1.325 -3.054
H 0.394 2.912 0.230
H 1.411 2.893 1.332
O 0.872 2.330 0.860
H 2.220 -2.916 -0.257
H 3.648 -2.818 0.561
O 2.762 -3.085 0.692
H -1.194 4.506 -1.328
H -0.668 4.471 0.131
O -0.601 4.110 -0.724
H -2.595 4.049 1.676
H -2.323 2.951 0.872
O -1.824 3.550 1.544
H 1.113 -4.136 -1.854
H 1.080 -2.524 -2.174
O 1.118 -3.223 -1.416
H 0.709 1.509 -3.401
H -0.551 1.584 -4.310
O -0.239 1.386 -3.456
H 1.130 -4.267 1.003
H -0.080 -4.212 0.282
O 0.235 -4.164 1.264

Atomic partial charges in e from the Mulliken method, atoms 1 to 8:
1. O -0.50
2. C -0.16
3. C -0.03
4. C 0.27
5. C 1.89
6. C -1.43
7. N -0.05
8. H 0.42

# 2
Entry from the Open Molecules 2025 dataset: a 10-piece molecular cluster, C5H30O9S2 overall at a distorted geometry (ωB97M-V/def2-TZVPD).

The energy is -45767.334 eV. As for the net charge: 0. As for the LUMO energy: 0.00147 hartree. The frontier orbital gap is 8.6 eV. The energy above the lowest of the compared OMol25 structures with the same formula, charge and spin is 236.5 kJ/mol. Its SMILES is CCCSSCC.O.O.O.O.O.O.O.O.O.

Element x y z (Å)
C 0.085 -3.720 -0.681
C -0.289 -2.319 -1.247
C -0.565 -2.567 -2.732
S -0.478 -1.003 -3.864
S -2.207 0.004 -3.512
C -1.641 1.501 -2.387
C -2.265 1.477 -1.010
H -0.764 -4.253 -0.377
H 0.382 -4.349 -1.528
H 0.837 -3.780 -0.038
H -1.259 -1.983 -0.905
H 0.535 -1.623 -1.059
H -1.599 -3.160 -2.692
H 0.212 -3.269 -3.134
H -1.893 2.320 -3.099
H -0.527 1.262 -2.320
H -2.511 2.401 -0.519
H -3.376 1.010 -0.908
H -1.709 0.816 -0.259
O 1.567 -2.308 2.550
H 0.747 -1.870 2.190
H 1.264 -3.029 3.091
O 1.088 2.111 -0.321
H 1.926 2.482 -0.090
H 1.297 1.183 -0.297
O -3.451 1.069 1.918
H -2.707 0.620 2.020
H -3.356 1.723 1.185
O 3.649 0.722 -1.015
H 3.792 0.423 -0.109
H 3.794 0.091 -1.672
O 3.665 0.124 1.505
H 3.723 -0.551 2.217
H 2.686 0.354 1.594
O -2.789 -1.758 1.437
H -3.524 -2.025 2.141
H -2.986 -2.498 0.766
O 0.622 1.885 2.592
H 0.896 1.768 1.740
H 0.190 2.831 2.525
O 3.031 2.617 1.251
H 2.832 2.877 2.100
H 3.747 1.958 1.333
O -0.974 3.502 0.848
H -0.384 2.840 0.520
H -1.312 4.094 0.250

Atomic partial charges in e from the Mulliken method, atoms 1 to 8:
1. C -1.55
2. C 0.60
3. C -0.78
4. S -0.12
5. S -0.10
6. C -0.37
7. C -0.89
8. H 0.41

# 3
Entry from the Open Molecules 2025 dataset: a 10-piece molecular cluster, C5H31N2O10 overall at a distorted geometry (ωB97M-V/def2-TZVPD).

The energy is -29143.686 eV. As for the net charge: -1. As for the LUMO energy: 0.10270 hartree. The frontier orbital gap is 9.4 eV. The energy above the lowest of the compared OMol25 structures with the same formula, charge and spin is 204.0 kJ/mol.

Element x y z (Å)
C 1.652 3.234 0.646
C 0.815 2.142 1.363
C -0.542 2.013 0.669
C -0.557 1.210 -0.680
O -1.061 -0.092 -0.468
N 1.356 0.802 1.291
C 2.525 0.519 2.110
N 2.242 0.623 3.548
H 2.221 3.844 1.342
H -1.187 -0.550 -1.348
H 2.388 2.756 -0.019
H 0.665 2.500 2.403
H -1.257 1.621 1.408
H -0.699 3.031 0.321
H 0.413 1.100 -1.192
H -1.247 1.565 -1.482
H 1.586 0.430 0.328
H 2.705 -0.590 2.093
H 3.423 1.061 1.805
H 1.886 1.541 3.790
H 1.398 0.029 3.707
H -2.967 -1.405 -2.074
H -1.338 -1.879 -2.422
O -2.236 -1.976 -1.931
H 1.016 3.699 -0.052
H 0.508 1.295 -4.213
O -0.461 1.345 -4.332
H -0.470 -3.758 1.380
H -1.352 -3.691 0.208
O -0.802 -4.342 0.723
H -3.500 -0.734 2.850
H -3.205 0.116 1.787
O -3.684 0.235 2.624
H -2.045 -2.101 1.645
H -3.404 -2.873 1.217
O -2.776 -2.676 1.896
H 0.815 -1.868 -1.910
H 2.361 -2.290 -1.254
O 1.436 -2.367 -1.281
H 2.223 1.055 -2.950
H 1.106 -0.083 -3.506
O 1.900 0.557 -3.685
H -0.884 0.494 -4.306
H -0.056 -1.705 -3.909
O 0.019 -1.178 -3.123
H -0.263 -0.874 0.887
H -0.222 -0.514 2.338
O -0.444 -1.274 1.757

Atomic partial charges in e from the Mulliken method, atoms 1 to 8:
1. C -1.55
2. C 0.15
3. C -1.04
4. C -0.15
5. O -0.12
6. N 0.37
7. C -0.62
8. N -0.75

# 4
Entry from the Open Molecules 2025 dataset: a 10-piece molecular cluster, C5H31N3O9 overall at a distorted geometry (ωB97M-V/def2-TZVPD).

The energy is -28583.368 eV. As for the net charge: 0. As for the LUMO energy: 0.00617 hartree. The frontier orbital gap is 8.9 eV. The energy above the lowest of the compared OMol25 structures with the same formula, charge and spin is 359.1 kJ/mol. Its SMILES is [H]/N=C/NCCCCN.O.O.O.O.O.O.O.O.O.

Element x y z (Å)
H -0.276 4.572 0.289
N -0.309 3.606 0.104
C -0.959 3.128 -0.939
N -1.147 1.770 -0.834
C -1.831 1.043 -1.804
C -2.528 -0.214 -1.193
C -1.602 -1.176 -0.378
C -0.771 -2.080 -1.292
N -0.380 -3.228 -0.423
H -1.484 3.736 -1.656
H -0.586 1.253 -0.174
H -1.041 0.611 -2.523
H -2.411 1.584 -2.638
H -3.018 -0.770 -2.068
H -3.230 0.124 -0.552
H -2.358 -1.703 0.244
H -1.001 -0.609 0.282
H 0.179 -1.666 -1.783
H -1.348 -2.472 -2.197
H 0.000 -2.748 0.402
H 0.388 -3.687 -0.966
O 2.029 -1.035 -3.122
H 2.904 -1.217 -3.367
H 2.094 -0.195 -2.691
O 0.870 -0.879 3.535
H 1.131 -0.783 4.462
H 1.462 -1.536 3.069
O 3.462 2.050 0.869
H 2.716 2.752 1.155
H 2.751 1.441 1.320
O -3.575 2.295 2.273
H -2.777 2.824 2.420
H -3.355 1.930 1.381
O 0.287 0.883 1.561
H -0.057 1.637 1.920
H 0.478 0.359 2.365
O -3.406 -3.552 0.422
H -2.627 -3.811 -0.228
H -2.963 -3.413 1.236
O 3.216 -1.550 2.406
H 4.111 -1.325 2.600
H 2.979 -0.812 1.803
O 2.090 -0.534 0.276
H 1.407 -0.076 0.293
H 1.948 -1.163 -0.406
O 2.926 1.183 -2.014
H 3.021 1.407 -1.043
H 2.592 2.044 -2.396

Atomic partial charges in e from the Mulliken method, atoms 1 to 8:
1. H 0.15
2. N -0.53
3. C -0.24
4. N 0.47
5. C -0.62
6. C -1.19
7. C 0.59
8. C -0.24

# 5
Entry from the Open Molecules 2025 dataset: a 10-piece molecular cluster, C5H32N3O9 overall at a distorted geometry (ωB97M-V/def2-TZVPD).

The energy is -28596.473 eV. As for the net charge: +1. As for the LUMO energy: -0.08230 hartree. The frontier orbital gap is 9.4 eV. The energy above the lowest of the compared OMol25 structures with the same formula, charge and spin is 260.7 kJ/mol.

Element x y z (Å)
C -0.892 -1.928 -4.296
C -1.080 -1.498 -2.861
C -1.075 -2.629 -1.815
C -1.976 -2.346 -0.574
N -0.883 0.051 1.926
C -0.975 -0.959 1.202
N -1.805 -1.078 0.098
N -0.082 -0.385 -2.544
H -1.791 -2.391 -4.704
H -0.078 -2.650 -4.414
H -0.740 -1.097 -4.960
H -2.030 -1.013 -2.816
H -0.059 -2.875 -1.503
H -1.490 -3.509 -2.312
H -1.714 -3.094 0.173
H -2.998 -2.482 -0.923
H -1.089 1.023 1.887
H -0.465 -1.892 1.458
H -2.164 -0.233 -0.284
H 0.175 -0.624 -1.602
H -0.516 0.545 -2.629
H 0.814 -0.438 -3.035
H -0.650 3.454 3.957
H 0.586 2.514 3.562
O 0.319 3.433 3.760
H 1.682 4.455 1.225
H 0.743 3.623 2.015
O 1.005 3.765 1.093
H -0.199 -5.203 2.799
H 1.105 -4.636 3.342
O 0.243 -4.370 2.994
H 2.346 0.421 -1.461
H 3.404 0.210 -2.551
O 2.492 0.245 -2.406
H 3.180 1.288 0.833
H 3.074 2.300 -0.174
O 3.219 1.339 -0.137
H 0.657 0.213 3.608
H 1.506 0.966 4.548
O 1.247 0.996 3.626
H 1.103 -1.163 6.012
H -0.055 -2.003 5.357
O 0.805 -1.596 5.205
H -1.830 5.159 -2.741
H -0.478 4.635 -2.412
O -1.362 4.300 -2.697
H -1.125 2.745 -1.839
H 0.412 2.354 -1.472
O -0.518 2.058 -1.518

Atomic partial charges in e from the Mulliken method, atoms 1 to 8:
1. C -1.76
2. C 0.22
3. C -0.73
4. C -0.94
5. N -0.54
6. C 0.03
7. N -0.19
8. N -0.07

# 6
Entry from the Open Molecules 2025 dataset: a 12-piece molecular cluster, C5H32NO11 overall at a distorted geometry (ωB97M-V/def2-TZVPD).

The energy is -29717.378 eV. As for the net charge: -1. As for the LUMO energy: 0.09439 hartree. The frontier orbital gap is 9.2 eV. The energy above the lowest of the compared OMol25 structures with the same formula, charge and spin is 258.0 kJ/mol.

Element x y z (Å)
C 2.207 -1.206 -3.007
N 2.339 -1.120 -1.537
C 0.903 -3.136 1.825
O 1.526 -3.707 2.695
C 0.828 -0.825 -3.545
C 0.177 0.452 -2.906
C 1.035 1.694 -3.107
H 2.915 -0.697 -3.705
H 2.251 -2.328 -3.177
H 2.977 -0.426 -1.290
H 1.413 -2.732 0.943
H -0.198 -3.117 1.896
H 0.228 -1.710 -3.284
H 0.912 -0.767 -4.618
H -0.833 0.666 -3.330
H 0.150 0.315 -1.849
H 2.079 1.452 -2.623
H 0.779 2.446 -2.389
H 0.964 2.251 -4.034
H 3.318 1.307 3.262
H 2.450 0.107 2.676
O 3.271 0.618 2.617
H -1.972 0.003 2.220
H -2.970 1.085 2.863
O -2.437 0.306 3.047
H -0.198 2.304 1.098
H 1.460 -1.263 -1.073
O -1.008 1.917 1.511
H -4.751 -0.326 -0.550
H -3.637 -1.298 -1.057
O -4.602 -1.261 -0.773
H -3.053 0.410 0.213
H -2.921 1.881 -0.068
O -3.603 1.214 -0.041
H -0.907 0.689 4.428
H -0.824 1.579 3.194
O -0.298 1.195 3.902
H -0.867 0.968 1.249
H -1.308 -1.145 1.347
O -1.413 -0.512 0.650
H 0.315 -0.311 2.318
H 0.655 -0.539 3.726
O 1.013 -0.762 2.823
H -1.702 -0.934 -0.858
H -1.508 -1.351 -2.331
O -2.083 -1.523 -1.586
H 2.562 1.947 0.797
H 2.373 3.481 0.941
O 1.994 2.706 0.495

Atomic partial charges in e from the Mulliken method, atoms 1 to 8:
1. C -0.83
2. N -0.47
3. C 0.20
4. O -0.50
5. C -0.49
6. C 0.42
7. C -1.42
8. H 0.38

Q: Look up the net charge of the second one.
A: 0